Density functional theory data (ωB97M-V/def2-TZVPD) for a cluster of 3 separate species, C16H25BN3O2 in total.

lowest unoccupied orbital energy	-2.774	eV
multiplicity	1
net charge	+1
Kohn-Sham gap	0.3415	Eh
calculated total energy	-26233.92158	eV

The geometry in XYZ format:
```
47
C16H25BN3O2, DFT ωB97M-V/def2-TZVPD
C 3.459 1.273 0.418
C 3.435 2.809 0.406
B 2.355 3.468 -0.509
O 2.544 4.724 -0.981
C 0.955 2.726 -0.933
O 0.206 3.654 -1.737
C 0.052 2.182 0.178
C -0.083 0.655 0.022
C 0.104 0.472 -1.487
N 1.077 1.560 -1.882
H 4.191 0.919 1.142
H 3.802 0.884 -0.547
H 2.513 0.823 0.697
H 4.399 3.174 0.043
H 3.354 3.189 1.430
H 2.411 4.798 -1.931
H -0.060 4.395 -1.188
H -0.935 2.552 -0.117
H 0.211 2.574 1.179
H -1.107 0.336 0.188
H 0.687 0.147 0.587
H -0.831 0.486 -2.035
H 0.628 -0.469 -1.646
H 1.044 1.874 -2.852
H 1.996 1.142 -1.725
N 1.694 -1.937 0.987
C 2.486 -2.765 0.306
C 2.427 -4.145 0.409
C 1.497 -4.702 1.271
C 0.667 -3.857 1.989
C 0.804 -2.490 1.811
H 3.208 -2.295 -0.355
H 3.097 -4.766 -0.170
H 1.421 -5.776 1.382
H -0.071 -4.247 2.676
H 0.171 -1.797 2.357
N -3.370 -0.595 -0.132
C -3.727 -1.441 0.834
C -5.028 -1.868 1.038
C -6.019 -1.391 0.195
C -5.666 -0.510 -0.813
C -4.335 -0.146 -0.935
H -2.925 -1.793 1.474
H -5.257 -2.558 1.838
H -7.048 -1.700 0.323
H -6.406 -0.111 -1.494
H -4.025 0.542 -1.714
```

Mulliken atomic charge list, values in e, 6 entries:
1 C -0.96
2 C -0.54
3 B 0.34
4 O -0.44
5 C 0.07
6 O -0.64